Density functional theory data (the ωB97M-V functional and the def2-TZVPD basis) for 2 unconnected molecules or ions with the total composition C5H14O2 at a distorted geometry.

The geometry in XYZ format:
```
21
Properties=species:S:1:pos:R:3:forces:R:3
C 1.938 -1.221 0.601 1.5 -0.7 -0.3
O 3.061 -0.574 1.119 -0.7 0.1 0.0
C 0.908 -0.064 0.404 -0.8 1.0 0.3
C -0.435 -0.440 1.170 -0.9 -0.7 0.0
C -1.487 -0.601 0.029 0.5 0.8 0.0
C -0.821 0.581 2.223 -0.1 0.7 -0.1
H 1.608 -2.009 1.249 -0.3 -0.3 0.2
H 2.302 -1.635 -0.350 -0.6 0.2 -0.2
H 3.072 -0.629 2.091 0.2 0.0 0.1
H 0.708 0.316 -0.607 0.5 -0.7 0.0
H 1.293 0.775 0.950 0.2 0.6 0.2
H -0.417 -1.421 1.652 0.4 0.1 -0.1
H -1.069 -1.209 -0.760 -0.1 -0.2 -0.3
H -2.381 -1.075 0.424 0.0 -0.1 0.2
H -1.740 0.395 -0.356 0.0 -0.3 -0.1
H -1.862 0.862 2.062 -0.4 -0.5 0.3
H -0.395 1.578 2.082 0.6 -0.2 0.1
H -0.670 0.242 3.252 0.0 0.1 -0.3
H -1.661 2.106 -6.407 0.4 0.0 0.5
H -0.984 1.681 -5.062 -0.2 0.0 -0.3
O -0.968 2.340 -5.766 -0.2 0.0 -0.2
```
Positions in Å, forces in eV/Å.

Net charge: +1
Frontier orbital gap (alpha / beta): 10.15 / 3.94 eV
Relative energy (zero: lowest compared OMol25 entry of this formula, charge and spin): 183.4 kJ/mol
Highest occupied orbital energy (alpha / beta): -13.471 / -13.471 eV
Max |F|: 0.03217 hartree/bohr
Energy: -9496.3166 eV
Spin multiplicity: 2